{"formula": "C15H26F2N3O3", "method": "ωB97M-V with the def2-TZVPD basis set", "elements": ["C", "C", "F", "C", "C", "C", "C", "O", "C", "N", "C", "C", "N", "N", "F", "H", "H", "H", "H", "H", "H", "H", "H", "H", "H", "H", "H", "H", "H", "C", "C", "O", "C", "H", "H", "H", "H", "H", "H", "C", "C", "O", "C", "H", "H", "H", "H", "H", "H"], "positions_angstrom": [[-2.896, 0.735, 1.733], [-1.595, -0.050, 1.595], [-1.515, -0.668, 0.350], [-0.358, 0.809, 1.730], [0.602, 0.720, 2.758], [0.461, -0.284, 3.867], [0.663, -1.774, 3.472], [-0.620, -2.384, 3.499], [1.355, -2.016, 2.136], [1.214, -3.427, 1.802], [1.641, 1.596, 2.707], [1.736, 2.534, 1.681], [0.838, 2.605, 0.720], [-0.117, 1.749, 0.823], [-1.011, 1.880, -0.179], [-3.316, 0.912, 0.744], [-3.618, 0.157, 2.304], [-2.753, 1.693, 2.231], [-1.537, -0.844, 2.336], [1.172, -0.012, 4.645], [-0.536, -0.199, 4.298], [1.302, -2.222, 4.235], [-0.526, -3.293, 3.805], [0.956, -1.365, 1.350], [2.423, -1.821, 2.244], [1.881, -3.635, 1.067], [0.302, -3.596, 1.394], [2.407, 1.576, 3.470], [2.544, 3.249, 1.621], [-2.373, 0.439, -2.917], [-2.937, 1.555, -3.772], [-4.074, 1.931, -3.633], [-2.006, 2.168, -4.789], [-3.142, 0.083, -2.235], [-2.043, -0.390, -3.545], [-1.518, 0.795, -2.343], [-1.662, 1.406, -5.491], [-1.128, 2.587, -4.293], [-2.523, 2.953, -5.333], [3.248, -0.051, -3.184], [2.556, -0.894, -2.147], [3.164, -1.428, -1.246], [1.056, -1.039, -2.269], [4.316, -0.022, -2.986], [3.074, -0.466, -4.178], [2.845, 0.964, -3.174], [0.792, -1.478, -3.232], [0.576, -0.062, -2.197], [0.681, -1.678, -1.472]], "nbo_charge": [-0.6553, 0.1440, -0.3392, 0.2226, 0.0619, -0.4650, 0.0951, -0.7455, -0.2485, -0.8266, -0.1536, 0.0545, -0.1321, 0.2954, -0.1263, 0.2596, 0.2504, 0.2257, 0.2489, 0.2436, 0.2632, 0.1991, 0.5052, 0.1539, 0.2136, 0.3789, 0.3636, 0.2594, 0.2532, -0.7177, 0.5890, -0.5246, -0.7213, 0.2347, 0.2331, 0.2069, 0.2328, 0.2215, 0.2457, -0.7237, 0.5967, -0.5541, -0.7217, 0.2438, 0.2415, 0.2278, 0.2431, 0.2168, 0.2300], "gap_ev": 6.67, "total_charge": 1}

***

{"formula": "C8H8F3NO3", "method": "ωB97M-V with the def2-TZVPD basis set", "elements": ["C", "C", "C", "C", "C", "C", "C", "C", "N", "O", "O", "O", "F", "F", "F", "H", "H", "H", "H", "H", "H", "H", "H"], "positions_angstrom": [[-1.177, 0.128, 1.329], [-1.229, -0.037, -1.231], [0.139, 0.353, 1.356], [0.156, 0.161, -1.168], [-2.035, -0.008, 0.065], [0.812, 0.400, 0.051], [2.788, -1.164, -0.075], [2.306, 0.287, -0.004], [0.464, 2.755, -0.131], [-0.293, 3.031, -0.962], [1.139, 3.356, 0.589], [-3.034, 1.019, 0.027], [1.856, -1.956, -0.518], [2.946, 1.007, -1.022], [2.803, 0.794, 1.191], [-1.788, -0.117, 2.257], [-1.764, -0.068, -2.191], [0.720, 0.344, 2.225], [0.805, 0.029, -1.987], [-2.510, -1.001, 0.070], [3.561, -1.184, -0.813], [3.059, -1.594, 0.985], [-2.479, 1.811, -0.149]], "nbo_charge": [-0.1468, -0.1180, -0.2499, -0.2544, -0.0117, -0.0361, 0.0101, 0.6075, 0.5533, -0.3149, -0.2873, -0.6882, -0.3361, -0.3416, -0.3449, 0.2218, 0.2235, 0.2378, 0.2254, 0.2063, 0.1880, 0.1853, 0.4710], "gap_ev": [7.06, 8.21], "relative_energy_kcal_mol": 111.4}

***

{"formula": "C38H76F2O11Si", "method": "ωB97M-V with the def2-TZVPD basis set", "elements": ["C", "O", "C", "C", "C", "C", "C", "C", "C", "C", "C", "O", "O", "C", "C", "F", "F", "C", "C", "Si", "C", "C", "C", "C", "C", "C", "C", "C", "H", "H", "H", "H", "H", "H", "H", "H", "H", "H", "H", "H", "H", "H", "H", "H", "H", "H", "H", "H", "H", "H", "H", "H", "H", "H", "H", "H", "H", "H", "H", "H", "H", "H", "H", "H", "C", "O", "C", "C", "O", "C", "H", "H", "H", "H", "H", "H", "H", "H", "H", "H", "C", "O", "C", "C", "O", "C", "H", "H", "H", "H", "H", "H", "H", "H", "H", "H", "C", "O", "C", "C", "O", "C", "H", "H", "H", "H", "H", "H", "H", "H", "H", "H", "C", "O", "C", "C", "O", "C", "H", "H", "H", "H", "H", "H", "H", "H", "H", "H"], "positions_angstrom": [[2.126, -0.837, 1.789], [1.601, -0.008, 0.769], [2.586, 0.862, 0.246], [2.216, 1.353, -1.157], [1.337, 0.402, -1.958], [-0.142, 0.436, -1.616], [-0.962, -0.412, -2.590], [-2.447, -0.482, -2.199], [-3.011, -1.912, -2.186], [-3.258, -2.415, -0.754], [-3.908, -3.763, -0.772], [-3.418, -4.689, -1.318], [-5.103, -3.906, -0.116], [-6.203, -3.343, -0.819], [-6.619, -1.940, -0.285], [-6.383, -1.041, -1.301], [-5.827, -1.584, 0.750], [-8.069, -1.836, 0.111], [-8.424, -0.627, 0.983], [-8.678, 1.028, 0.108], [-9.535, 2.172, 1.342], [-9.842, 0.858, -1.367], [-7.091, 1.821, -0.512], [-7.183, 2.745, -1.568], [-6.043, 3.372, -2.078], [-4.784, 3.082, -1.549], [-4.670, 2.179, -0.488], [-5.818, 1.567, 0.019], [2.932, -1.451, 1.393], [1.315, -1.470, 2.129], [2.490, -0.227, 2.619], [2.691, 1.715, 0.923], [3.552, 0.348, 0.222], [3.152, 1.483, -1.699], [1.764, 2.340, -1.085], [1.433, 0.677, -3.010], [1.715, -0.616, -1.879], [-0.300, 0.012, -0.627], [-0.515, 1.459, -1.591], [-0.520, -1.408, -2.583], [-0.848, -0.023, -3.600], [-2.578, -0.041, -1.215], [-3.017, 0.088, -2.926], [-2.336, -2.613, -2.664], [-3.957, -1.958, -2.723], [-2.294, -2.542, -0.267], [-3.839, -1.683, -0.206], [-5.968, -3.257, -1.875], [-7.037, -4.022, -0.685], [-8.305, -2.742, 0.668], [-8.660, -1.877, -0.801], [-9.376, -0.849, 1.464], [-7.714, -0.498, 1.797], [-10.312, 1.630, 1.876], [-9.998, 2.992, 0.798], [-8.832, 2.576, 2.065], [-10.733, 0.282, -1.137], [-10.134, 1.862, -1.665], [-9.292, 0.432, -2.205], [-8.141, 2.982, -2.004], [-6.142, 4.081, -2.888], [-3.892, 3.546, -1.944], [-3.718, 1.927, -0.048], [-5.724, 0.867, 0.838], [6.150, -5.812, 0.860], [5.799, -5.646, -0.502], [4.422, -5.367, -0.703], [4.166, -3.891, -0.911], [4.477, -3.129, 0.244], [5.742, -2.488, 0.172], [7.236, -5.764, 0.927], [5.721, -5.028, 1.487], [5.818, -6.790, 1.226], [3.829, -5.738, 0.139], [4.109, -5.909, -1.601], [3.101, -3.747, -1.120], [4.730, -3.526, -1.776], [5.688, -1.605, -0.474], [6.518, -3.160, -0.199], [6.009, -2.166, 1.178], [-9.845, 5.246, -3.361], [-10.263, 5.453, -2.024], [-9.198, 5.766, -1.136], [-9.097, 7.252, -0.873], [-8.754, 7.978, -2.042], [-9.863, 8.592, -2.673], [-10.732, 5.273, -3.992], [-9.151, 6.022, -3.693], [-9.368, 4.266, -3.472], [-8.250, 5.384, -1.525], [-9.405, 5.254, -0.191], [-8.303, 7.422, -0.139], [-10.034, 7.626, -0.448], [-10.173, 9.486, -2.122], [-10.711, 7.908, -2.756], [-9.550, 8.887, -3.673], [7.189, 1.636, 0.359], [7.807, 0.449, -0.106], [8.887, 0.684, -0.995], [10.224, 0.566, -0.297], [10.403, 1.563, 0.694], [10.124, 1.101, 2.005], [6.569, 1.371, 1.215], [7.924, 2.380, 0.671], [6.547, 2.065, -0.419], [8.788, 1.666, -1.469], [8.834, -0.077, -1.780], [11.020, 0.695, -1.038], [10.330, -0.432, 0.140], [10.948, 0.477, 2.370], [9.195, 0.530, 2.046], [10.031, 1.972, 2.651], [11.397, -2.933, 2.632], [10.176, -2.872, 3.346], [9.892, -4.050, 4.085], [10.242, -3.898, 5.550], [11.635, -3.728, 5.749], [12.018, -2.378, 5.947], [11.647, -1.919, 2.322], [12.212, -3.325, 3.244], [11.284, -3.555, 1.737], [10.419, -4.907, 3.657], [8.817, -4.236, 3.999], [9.947, -4.812, 6.076], [9.685, -3.064, 5.987], [11.760, -2.050, 6.960], [11.545, -1.713, 5.221], [13.098, -2.322, 5.825]], "lowdin_charge": [-0.0885, -0.2092, -0.2302, -0.1674, -0.2111, -0.2214, -0.2028, -0.1850, -0.1731, -0.0905, -0.4942, 0.1687, 0.0050, -0.0509, -0.5035, 0.0664, 0.0847, -0.1470, -0.2221, 0.5911, -0.1623, -0.1631, -0.2413, -0.1031, -0.0833, -0.0810, -0.0810, -0.0969, 0.0695, 0.0882, 0.0879, 0.1199, 0.1076, 0.1043, 0.1075, 0.1112, 0.1152, 0.1030, 0.1175, 0.1079, 0.1096, 0.0888, 0.1077, 0.1084, 0.1069, 0.1379, 0.1022, 0.1391, 0.1331, 0.1219, 0.1249, 0.0800, 0.0806, 0.0272, 0.0157, 0.0314, 0.0340, 0.0203, 0.0354, 0.0686, 0.0989, 0.0982, 0.0956, 0.0912, -0.1120, -0.1898, -0.2037, -0.2034, -0.2106, -0.1045, 0.0867, 0.0822, 0.0885, 0.1266, 0.1258, 0.1256, 0.1276, 0.0814, 0.0863, 0.0912, -0.1061, -0.1898, -0.2013, -0.2008, -0.1889, -0.1117, 0.0907, 0.0861, 0.0758, 0.1080, 0.1189, 0.1272, 0.1269, 0.0882, 0.0831, 0.0888, -0.1072, -0.2046, -0.2010, -0.2038, -0.1858, -0.1034, 0.0881, 0.0848, 0.0870, 0.1270, 0.1261, 0.1264, 0.1211, 0.0785, 0.0851, 0.0901, -0.1083, -0.1952, -0.2057, -0.2065, -0.1895, -0.1099, 0.0724, 0.0859, 0.0902, 0.1267, 0.1239, 0.1256, 0.1263, 0.0887, 0.0807, 0.0893], "gap_ev": 9.84, "relative_energy_kcal_mol": 0.0, "smiles": "COCCCCCCCCC(=O)OCC(F)(F)CC[Si](C)(C)c1ccccc1.COCCOC.COCCOC.COCCOC.COCCOC"}

***

{"formula": "C3H3N2S", "method": "ωB97M-V with the def2-TZVPD basis set", "elements": ["C", "C", "C", "N", "N", "S", "H", "H", "H"], "positions_angstrom": [[2.393, 1.421, -0.038], [1.092, -0.706, -0.082], [-0.249, -0.694, -0.083], [1.743, 0.452, -0.142], [-0.941, 0.391, 0.170], [-2.432, 0.568, -0.116], [1.702, -1.596, -0.123], [-0.920, -1.587, 0.011], [-2.388, 1.752, 0.403]], "nbo_charge": [0.5293, 0.2306, -0.1163, -0.6044, -0.4367, 0.7592, 0.2687, 0.2305, 0.1391], "gap_ev": [7.46, 7.46], "relative_energy_kcal_mol": 70.6, "total_charge": 1}

***

{"formula": "C21H32FNO6P2", "method": "ωB97M-V with the def2-TZVPD basis set", "elements": ["C", "C", "C", "C", "F", "C", "O", "C", "C", "C", "C", "C", "C", "C", "C", "P", "O", "O", "O", "C", "O", "C", "O", "C", "C", "C", "C", "C", "C", "P", "N", "H", "H", "H", "H", "H", "H", "H", "H", "H", "H", "H", "H", "H", "H", "H", "H", "H", "H", "H", "H", "H", "H", "H", "H", "H", "H", "H", "H", "H", "H", "H", "H"], "positions_angstrom": [[-4.676, 1.282, 2.138], [-3.825, 0.411, 1.279], [-2.892, 1.137, 0.143], [-1.386, 0.429, -0.028], [-1.594, -0.949, -0.529], [-0.876, 1.197, -1.425], [0.403, 1.876, -1.170], [0.971, 1.171, 0.027], [1.722, -0.238, -0.418], [2.538, -0.095, -1.870], [2.916, -1.671, -2.287], [4.006, -1.753, -3.518], [3.254, -1.455, -4.949], [1.956, -2.430, -5.239], [1.305, -1.886, -6.680], [2.256, 2.491, 0.620], [3.205, 1.981, 1.777], [1.497, 4.053, 0.991], [3.322, 2.838, -0.757], [-0.240, 0.744, 1.099], [0.413, -0.350, 1.832], [-0.550, -1.275, 2.445], [-0.675, -2.499, 1.870], [-1.463, -1.004, 3.779], [-2.961, -1.748, 3.796], [-4.029, -1.647, 5.036], [-3.546, -0.759, 6.354], [-2.076, -0.014, 6.341], [-0.993, -0.103, 5.087], [-0.847, 2.120, 2.330], [0.263, 2.498, 3.458], [-4.669, 1.328, 3.307], [-5.442, 1.999, 1.567], [-3.798, -0.772, 1.314], [-2.828, 2.312, 0.235], [-3.429, 0.935, -0.904], [-0.645, 0.365, -2.231], [-1.678, 1.911, -1.935], [2.556, -0.581, 0.359], [0.958, -1.132, -0.597], [3.598, 0.431, -1.726], [1.889, 0.387, -2.716], [1.970, -2.342, -2.445], [3.475, -2.116, -1.332], [4.364, -2.891, -3.565], [4.982, -1.119, -3.346], [4.014, -1.572, -5.843], [2.821, -0.349, -4.890], [1.092, -2.254, -4.438], [2.209, -3.577, -5.264], [0.920, -0.799, -6.455], [0.450, -2.653, -6.942], [2.186, -1.900, -7.453], [1.238, 4.440, 0.083], [2.771, 3.015, -1.580], [-3.279, -2.402, 2.850], [-5.054, -2.207, 4.944], [-4.282, -0.680, 7.278], [-1.742, 0.591, 7.285], [0.080, 0.411, 5.103], [-2.048, 1.716, 3.016], [-1.175, 3.264, 1.467], [1.101, 1.888, 3.320]], "nbo_charge": [-0.4468, -0.1955, -0.5183, 0.3424, -0.3753, -0.1159, -0.5911, -0.0261, -0.4769, -0.4319, -0.4164, -0.4143, -0.4182, -0.4101, -0.6291, 2.1870, -1.0252, -0.9282, -0.9490, -0.0709, -0.5354, 0.7483, -0.5277, -0.1978, -0.1710, -0.2510, -0.2011, -0.2410, -0.1721, 1.2246, -1.2744, 0.2330, 0.2138, 0.2396, 0.2466, 0.2420, 0.2143, 0.2185, 0.2744, 0.2576, 0.2351, 0.2067, 0.2150, 0.2092, 0.2044, 0.2213, 0.2129, 0.1965, 0.1966, 0.2101, 0.2096, 0.2178, 0.2107, 0.4899, 0.4926, 0.2507, 0.2500, 0.2446, 0.2429, 0.2889, 0.0121, -0.0384, 0.3894], "gap_ev": 7.30, "smiles": "C=CC[C@@]1(F)CO[C@@](CCCCCCC)(P(=O)(O)O)[C@@]1(OC(=O)c1ccccc1)[PH2]=N"}

***

Copy entry 1 word for word.
{"formula": "C15H26F2N3O3", "method": "ωB97M-V with the def2-TZVPD basis set", "elements": ["C", "C", "F", "C", "C", "C", "C", "O", "C", "N", "C", "C", "N", "N", "F", "H", "H", "H", "H", "H", "H", "H", "H", "H", "H", "H", "H", "H", "H", "C", "C", "O", "C", "H", "H", "H", "H", "H", "H", "C", "C", "O", "C", "H", "H", "H", "H", "H", "H"], "positions_angstrom": [[-2.896, 0.735, 1.733], [-1.595, -0.050, 1.595], [-1.515, -0.668, 0.350], [-0.358, 0.809, 1.730], [0.602, 0.720, 2.758], [0.461, -0.284, 3.867], [0.663, -1.774, 3.472], [-0.620, -2.384, 3.499], [1.355, -2.016, 2.136], [1.214, -3.427, 1.802], [1.641, 1.596, 2.707], [1.736, 2.534, 1.681], [0.838, 2.605, 0.720], [-0.117, 1.749, 0.823], [-1.011, 1.880, -0.179], [-3.316, 0.912, 0.744], [-3.618, 0.157, 2.304], [-2.753, 1.693, 2.231], [-1.537, -0.844, 2.336], [1.172, -0.012, 4.645], [-0.536, -0.199, 4.298], [1.302, -2.222, 4.235], [-0.526, -3.293, 3.805], [0.956, -1.365, 1.350], [2.423, -1.821, 2.244], [1.881, -3.635, 1.067], [0.302, -3.596, 1.394], [2.407, 1.576, 3.470], [2.544, 3.249, 1.621], [-2.373, 0.439, -2.917], [-2.937, 1.555, -3.772], [-4.074, 1.931, -3.633], [-2.006, 2.168, -4.789], [-3.142, 0.083, -2.235], [-2.043, -0.390, -3.545], [-1.518, 0.795, -2.343], [-1.662, 1.406, -5.491], [-1.128, 2.587, -4.293], [-2.523, 2.953, -5.333], [3.248, -0.051, -3.184], [2.556, -0.894, -2.147], [3.164, -1.428, -1.246], [1.056, -1.039, -2.269], [4.316, -0.022, -2.986], [3.074, -0.466, -4.178], [2.845, 0.964, -3.174], [0.792, -1.478, -3.232], [0.576, -0.062, -2.197], [0.681, -1.678, -1.472]], "nbo_charge": [-0.6553, 0.1440, -0.3392, 0.2226, 0.0619, -0.4650, 0.0951, -0.7455, -0.2485, -0.8266, -0.1536, 0.0545, -0.1321, 0.2954, -0.1263, 0.2596, 0.2504, 0.2257, 0.2489, 0.2436, 0.2632, 0.1991, 0.5052, 0.1539, 0.2136, 0.3789, 0.3636, 0.2594, 0.2532, -0.7177, 0.5890, -0.5246, -0.7213, 0.2347, 0.2331, 0.2069, 0.2328, 0.2215, 0.2457, -0.7237, 0.5967, -0.5541, -0.7217, 0.2438, 0.2415, 0.2278, 0.2431, 0.2168, 0.2300], "gap_ev": 6.67, "total_charge": 1}